# 1
The following is a DFT calculation (the ωB97M-V functional and the def2-TZVPD basis) of C16H25AlBeBr3ClNO12S2 as an isolated structure in a non-equilibrium geometry.

Cartesian coordinates (Å):
C 6.927 -2.594 -0.897
C 6.229 -3.922 -0.531
C 4.760 -3.664 -0.157
O 4.128 -3.330 -1.400
S 2.568 -2.699 -1.409
Br 2.555 -0.764 0.029
H 6.636 -2.265 -1.892
H 6.587 -1.800 -0.194
H 8.017 -2.749 -0.842
H 6.757 -4.479 0.236
H 6.177 -4.483 -1.468
H 4.353 -4.570 0.295
H 4.730 -2.867 0.580
H 1.792 -3.652 -0.782
Cl 3.013 -3.278 -3.640
Be 8.168 -1.868 0.916
Br 2.460 -2.704 1.519
Br 9.792 -0.160 0.055
C -1.145 0.385 1.489
O -1.171 0.396 0.224
O -0.627 1.566 2.025
O -1.497 -0.497 2.269
H -0.473 1.983 1.165
Al 9.945 -3.031 2.507
C -5.056 -1.303 -0.426
C -3.913 -0.965 -1.133
C -3.999 -0.100 -2.211
C -5.234 0.420 -2.563
C -6.384 0.085 -1.867
C -6.290 -0.782 -0.794
N -5.327 1.356 -3.688
O -4.309 1.621 -4.295
O -6.421 1.822 -3.953
H -4.981 -1.976 0.417
H -2.957 -1.372 -0.844
H -3.107 0.161 -2.760
H -7.345 0.490 -2.149
H -7.179 -1.053 -0.239
C -5.690 -4.172 2.013
O -5.351 -5.218 2.558
O -5.221 -3.032 2.279
O -6.560 -4.075 1.108
C 0.505 6.523 0.493
C -0.877 6.632 1.150
C -1.086 5.367 1.992
S 0.550 4.814 2.483
O 0.807 3.545 1.860
O 0.721 5.017 3.899
C 1.458 6.079 1.598
H 0.818 7.468 0.050
H 0.477 5.772 -0.300
H -0.903 7.513 1.796
H -1.668 6.745 0.411
H -1.676 5.565 2.883
H -1.547 4.569 1.412
H 2.392 5.666 1.223
H 1.660 6.892 2.296
C -1.454 -3.788 -0.967
O -2.579 -3.864 -1.651
H -0.511 -3.655 -1.560
H -1.388 -2.957 -0.216
H -1.209 -4.675 -0.326

Net charge: -1
Lowest unoccupied orbital energy, eV: -2.5
Electronic energy, a.u.: -10817.5012

***

# 2
The following is a DFT calculation (the ωB97M-V functional and the def2-TZVPD basis) of C16H25AuN3O3 as an isolated structure in a non-equilibrium geometry.

Cartesian coordinates (Å):
Au 0.200 -0.124 0.096
C -2.989 0.706 -0.994
N -2.159 0.879 0.197
C -2.010 2.297 0.504
C -2.736 0.158 1.376
C -1.071 -1.324 2.341
C -1.246 -2.194 3.411
C -0.701 -3.464 3.347
C 0.015 -3.866 2.235
C 0.237 -2.972 1.193
C -0.315 -1.712 1.252
H -4.012 1.066 -0.824
H -3.009 -0.345 -1.275
H -2.562 1.277 -1.815
H -2.970 2.744 0.788
H -1.633 2.827 -0.366
H -1.302 2.424 1.319
H -4.095 -1.011 0.635
H -3.533 0.804 1.797
H -1.802 -1.868 4.278
H -0.846 -4.145 4.171
H 0.436 -4.858 2.177
H 0.838 -3.275 0.349
C 0.791 2.001 4.290
C 0.204 1.155 3.201
N 0.971 0.661 2.248
O 2.321 0.977 2.325
C -1.186 0.956 3.147
C -2.110 1.787 3.979
N -1.717 -0.052 2.372
O -3.220 -1.083 1.031
H 1.863 1.834 4.342
H 0.340 1.771 5.251
H 0.627 3.055 4.070
H 2.773 0.396 1.698
H -1.826 2.836 3.970
H -2.087 1.452 5.018
H -3.134 1.698 3.632
C 2.742 1.429 -3.354
C 1.558 1.317 -2.457
C 0.239 1.805 -2.961
O 1.680 0.819 -1.346
H 2.656 2.255 -4.051
H 2.820 0.503 -3.927
H 3.651 1.512 -2.763
H 0.340 2.507 -3.781
H -0.303 2.267 -2.138
H -0.347 0.952 -3.306

Net charge: +1
Lowest unoccupied orbital energy (alpha / beta), eV: -4.6 / -5.3
Electronic energy, a.u.: -1149.9549

***

# 3
The following is a DFT calculation (the ωB97M-V functional and the def2-TZVPD basis) of a 2-piece molecular cluster, C16H25B2F2IN6O7 overall in a non-equilibrium geometry.

Cartesian coordinates (Å):
C 4.855 0.323 -2.895
C 5.546 0.677 -1.463
O 4.771 0.186 -0.337
B 3.648 1.019 -0.023
O 3.392 2.218 -0.826
N 2.758 0.728 1.137
C 2.658 -0.722 1.474
C 1.713 -1.575 0.515
C 0.388 -2.162 1.133
C -0.550 -3.048 0.234
C -0.242 -3.355 -1.254
C 1.061 -2.768 -1.878
C 1.979 -1.923 -0.968
C 1.449 1.380 1.049
N 0.620 1.344 -0.124
C -0.824 1.112 0.177
C -1.738 1.206 -1.177
N -2.613 2.434 -1.018
N -0.942 1.432 -2.404
N -2.700 0.055 -1.291
N 1.067 2.082 2.136
C 1.926 2.183 3.370
C 1.640 0.997 4.420
O 0.486 0.486 4.372
I 3.085 0.263 5.883
H 3.840 0.852 -2.992
H 5.566 0.651 -3.734
H 4.757 -0.815 -2.924
H 6.529 0.066 -1.462
H 5.866 1.771 -1.386
H 3.955 2.958 -0.505
H 3.683 -1.258 1.492
H 2.244 -0.862 2.546
H 0.078 -2.013 2.220
H -1.511 -3.522 0.660
H -0.887 -3.998 -1.943
H 1.309 -2.996 -2.978
H 2.950 -1.526 -1.433
H 0.889 0.597 -0.784
H -1.293 1.849 0.910
H -1.045 0.057 0.599
H -3.086 2.615 -1.924
H -3.304 2.295 -0.267
H -1.281 0.890 -3.208
H -0.804 2.425 -2.618
H -2.142 -0.808 -1.199
H -3.297 0.154 -0.431
H 0.181 2.609 2.184
H 3.034 2.329 3.124
H 1.603 3.156 3.908
B -7.861 -0.814 0.330
O -6.535 -0.213 0.575
C -5.626 -1.144 0.324
O -4.429 -0.975 0.428
C -6.290 -2.383 -0.093
O -5.742 -3.419 -0.393
O -7.607 -2.203 -0.094
F -8.540 -0.098 -0.707
F -8.638 -0.798 1.531

Lowest unoccupied orbital energy, eV: -1.8
Electronic energy, a.u.: -2027.1243

***

# 4
The following is a DFT calculation (the ωB97M-V functional and the def2-TZVPD basis) of C16H25BrCdN3O4S3 as an isolated structure.

Cartesian coordinates (Å):
Cd -0.308 -0.624 0.780
Br 2.429 -2.688 2.811
C 2.505 -2.740 0.922
C 3.481 -3.522 0.336
C 3.557 -3.536 -1.047
C 2.655 -2.785 -1.778
C 1.690 -2.065 -1.103
N 1.618 -2.023 0.242
C 0.642 -1.300 -1.907
O 0.936 -0.967 -3.042
O -0.468 -1.071 -1.298
H 4.155 -4.099 0.952
H 4.311 -4.134 -1.542
H 2.667 -2.747 -2.858
C 2.441 0.869 2.623
N 1.434 1.434 3.503
C 1.794 2.578 4.350
C 0.585 2.732 5.288
N -0.272 1.630 4.851
C 0.275 0.892 3.870
S -0.497 -0.523 3.326
H 3.012 1.684 2.183
H 1.986 0.316 1.815
H 3.113 0.207 3.171
H 1.964 3.461 3.736
H 2.714 2.358 4.893
H 0.084 3.688 5.152
H 0.857 2.631 6.336
H -1.070 1.300 5.363
O -2.589 -0.104 0.811
S -3.955 -0.125 1.458
C -4.997 1.026 0.496
C -5.345 2.232 1.373
C -5.214 1.771 2.826
C -3.910 0.992 2.887
H -5.881 0.469 0.189
H -4.411 1.261 -0.392
H -6.349 2.594 1.157
H -4.653 3.055 1.182
H -6.052 1.120 3.092
H -5.213 2.606 3.527
H -3.769 0.401 3.790
H -3.032 1.622 2.719
C -1.529 3.409 -0.548
S -0.961 1.776 -1.005
C 0.011 2.257 -2.417
O 0.053 1.466 0.110
H -0.664 4.055 -0.401
H -2.090 3.306 0.381
H -2.176 3.795 -1.339
H -0.678 2.649 -3.168
H 0.494 1.358 -2.805
H 0.739 3.011 -2.113

Net charge: +1
Energy relative to the best compared isomer or geometry (same formula, charge and spin), kcal per mole: 0.0
Lowest unoccupied orbital energy, eV: -2.1
Electronic energy, a.u.: -5026.0759

***

# 5
The following is a DFT calculation (the ωB97M-V functional and the def2-TZVPD basis) of C16H25BrN4O4PSSiW as an isolated structure.

Cartesian coordinates (Å):
W 0.085 -0.330 -0.807
C 4.212 0.005 4.911
Si 3.652 -0.826 3.349
C 3.056 -2.567 3.620
C 4.949 -0.714 2.018
C 2.077 0.144 2.774
C 1.426 1.048 3.626
C 0.266 1.714 3.245
C -0.264 1.481 1.995
N 0.332 0.628 1.150
C 1.461 -0.009 1.551
S 1.979 -1.070 0.199
H 5.167 -0.430 5.213
H 3.520 -0.139 5.743
H 4.377 1.076 4.770
H 3.867 -3.192 4.000
H 2.714 -3.015 2.682
H 2.238 -2.613 4.341
H 5.902 -1.034 2.446
H 5.091 0.302 1.646
H 4.747 -1.373 1.172
H 1.837 1.238 4.610
H -0.223 2.405 3.917
H -1.173 1.957 1.653
Br 1.917 0.539 -3.182
C 0.958 -1.028 -3.647
C 1.010 -1.721 -4.838
C 0.162 -2.816 -4.971
C -0.732 -3.166 -3.956
C -0.704 -2.419 -2.802
N 0.145 -1.390 -2.664
C -1.659 -2.476 -1.642
O -2.728 -3.001 -1.668
O -1.262 -1.695 -0.599
H 1.679 -1.428 -5.635
H 0.183 -3.391 -5.888
H -1.425 -3.989 -4.065
N -2.940 4.357 -1.412
C -2.817 3.174 -2.336
P -2.643 1.659 -1.287
O -3.033 2.073 0.089
O -1.265 1.065 -1.579
C -3.864 0.356 -1.800
N -4.821 0.105 -0.665
H -3.629 5.039 -1.738
H -2.053 4.856 -1.306
H -3.215 4.014 -0.473
H -1.962 3.307 -2.994
H -3.715 3.120 -2.949
H -3.319 -0.567 -1.973
H -4.421 0.590 -2.705
H -4.967 -0.898 -0.515
H -5.740 0.525 -0.822
H -4.437 0.522 0.199

Net charge: +3
Energy relative to the best compared isomer or geometry (same formula, charge and spin), kcal per mole: 4.0
Multiplicity: 3
Lowest unoccupied orbital energy (alpha / beta), eV: -9.7 / -9.5
Expectation value of S²: 2.0275
Electronic energy, a.u.: -4814.0499